Entry from the Open Molecules 2025 dataset: a 14-piece molecular cluster, C32H99N15O14 overall (ωB97M-V/def2-TZVPD).

The geometry in XYZ format:
```
160
Properties=species:S:1:pos:R:3
C 7.7465 0.5826 -1.6280
C 7.3822 -0.2418 -2.8648
C 6.7636 -1.5728 -2.4684
O 7.7337 -2.3508 -1.7907
C 7.0996 -3.4278 -1.1493
N 6.4361 0.4635 -3.6935
H 8.1028 1.5161 -2.0979
H 8.5668 0.1741 -1.0125
H 6.8765 0.7654 -0.9836
H 8.2086 -0.3918 -3.4989
H 6.4274 -2.1712 -3.3633
H 5.9437 -1.3570 -1.7196
H 6.4353 -3.0219 -0.3621
H 8.0204 -3.8849 -0.7900
H 6.5507 -4.0001 -1.8614
H 5.5650 0.6219 -3.1477
H 6.7338 1.3581 -3.9577
C 2.4428 4.1419 -2.7267
C 2.7436 2.8805 -3.4327
C 1.5291 2.4604 -4.2351
O 0.6001 2.1196 -3.2622
C -0.6105 1.8694 -3.9265
N 3.8725 3.1335 -4.2767
H 3.3658 4.4480 -2.1584
H 1.7573 4.0737 -1.8869
H 2.2496 5.0317 -3.3493
H 2.8845 2.0685 -2.7112
H 1.6264 1.6329 -4.9924
H 1.1864 3.3611 -4.7834
H -1.0403 2.7782 -4.4138
H -1.3214 1.4572 -3.2161
H -0.5657 0.9840 -4.6712
H 4.6439 3.4079 -3.6434
H 4.2466 2.3056 -4.6941
C -0.3454 6.8053 0.6853
C -1.1520 7.2624 1.8584
C -1.7156 6.0827 2.6227
O -2.4641 5.1389 1.8679
C -3.0183 4.0510 2.5595
N -0.2636 7.8497 2.8227
H 0.2884 5.9211 0.8972
H 0.2645 7.5889 0.1608
H -1.0834 6.4052 -0.0054
H -1.9960 7.9198 1.6570
H -2.2964 6.4187 3.4850
H -0.8734 5.5490 3.0717
H -3.3498 3.3676 1.8510
H -3.7634 4.3496 3.3406
H -2.3377 3.3045 3.1107
H 0.2345 8.6100 2.3575
H -0.7088 8.3426 3.6020
C 1.1792 -4.9744 4.8642
C 0.6911 -3.5719 4.5528
C 1.6323 -2.4418 5.0312
O 0.9838 -1.1666 4.8015
C -0.0934 -0.9084 5.6512
N 0.7171 -3.5068 3.0853
H 0.6063 -5.6767 4.2676
H 1.1853 -5.3324 5.9102
H 2.2463 -5.1104 4.5243
H -0.3288 -3.5802 4.8939
H 2.4996 -2.5722 4.3551
H 1.9234 -2.5304 6.0845
H -0.6725 -0.0319 5.2985
H 0.2468 -0.7671 6.6545
H -0.7726 -1.7704 5.6439
H 1.7198 -3.6217 2.7285
H 0.4375 -2.5885 2.6737
C 1.7387 2.5976 3.1767
C 0.7003 1.8207 2.3990
C 0.1933 2.6127 1.2713
O -1.0830 2.0318 0.8416
C -1.5534 2.6446 -0.3546
N 1.2614 0.5553 1.9718
H 2.5189 3.0620 2.5656
H 2.2631 1.9128 3.8544
H 1.2359 3.4459 3.6885
H -0.1718 1.6012 3.0335
H 1.0380 2.5424 0.5756
H 0.0818 3.6814 1.4545
H -2.5889 2.2872 -0.5131
H -0.8937 2.3626 -1.1323
H -1.5869 3.7192 -0.1783
H 1.0813 -0.1917 2.6937
H 2.2749 0.6241 1.7666
C -1.1307 -4.6612 -3.0945
C 0.1102 -4.9218 -3.8841
C 1.4950 -4.2884 -3.5080
O 2.4946 -4.8138 -4.3218
C 3.8083 -4.5334 -3.9221
N 0.3310 -6.3575 -3.9016
H -1.5400 -3.6317 -3.1037
H -0.8545 -4.9581 -2.0639
H -1.8524 -5.2591 -3.6386
H -0.0206 -4.5519 -4.9432
H 1.7478 -4.4903 -2.4403
H 1.4022 -3.2112 -3.6582
H 3.9078 -3.4635 -3.7088
H 4.4390 -4.7561 -4.7433
H 4.1699 -5.0827 -3.0623
H 1.1851 -6.5114 -4.3629
H -0.3395 -6.8271 -4.4347
C 1.9131 -2.4854 -0.2270
C 0.8143 -1.8141 -0.9733
C -0.5724 -2.0204 -0.3774
O -1.6097 -1.5746 -1.2279
C -2.4636 -0.5950 -0.5801
N 1.1508 -0.3665 -1.0663
H 2.1188 -2.0334 0.7622
H 2.7865 -2.4212 -0.8591
H 1.6362 -3.5711 0.0731
H 0.8313 -2.1252 -2.0140
H -0.5441 -1.4097 0.5781
H -0.7375 -3.0144 -0.0791
H -1.8450 0.1047 -0.0551
H -3.0269 -1.0966 0.1652
H -3.1413 -0.1499 -1.3155
H 0.4526 0.1173 -1.6828
H 1.2090 0.1081 -0.1570
C -6.4403 -0.9740 -0.0842
O -6.3343 -2.1686 0.1373
N -7.2554 -0.1482 0.6950
N -5.7323 -0.3184 -1.0420
H -7.4047 0.8247 0.4145
H -7.9410 -0.6211 1.2662
H -5.4465 -0.9691 -1.7596
H -6.1427 0.4927 -1.4698
C -2.8058 -0.2094 3.9161
O -3.0161 0.8732 4.5072
N -3.2664 -1.4227 4.3880
N -2.1821 -0.2545 2.6850
H -3.2622 -2.1990 3.7701
H -3.6441 -1.3979 5.2646
H -2.1848 0.5274 2.0792
H -1.9370 -1.1513 2.2331
C -6.7792 3.4463 0.3258
O -7.6537 2.5616 0.3948
N -7.1383 4.7198 -0.0108
N -5.4530 3.1388 0.4972
H -6.5308 5.4627 0.0691
H -8.0886 4.9160 -0.2483
H -4.8408 3.8995 0.2450
H -5.1275 2.3848 1.1768
C -3.0893 -4.1825 1.3872
O -2.7884 -3.3614 2.2479
N -4.3316 -4.3150 0.9437
N -2.1113 -5.0077 0.8745
H -4.8914 -3.4938 1.1017
H -4.4616 -4.8390 0.1031
H -2.2010 -5.7201 0.1477
H -1.2331 -4.8367 1.3407
O -5.4373 1.3497 2.7711
H -4.8116 1.0062 3.4277
H -5.8499 0.5302 2.4767
O -2.2076 -1.0994 -4.0545
H -3.1070 -1.2726 -4.4475
H -2.1264 -1.2795 -3.1030
O 3.8009 -0.4390 -2.4586
H 3.9776 -0.7556 -3.3405
H 2.8169 -0.3716 -2.3511
```

LUMO energy = 0.33 eV
spin multiplicity = 1
E_tot = -85806.1036 eV
Kohn-Sham gap = 9.23 eV

Entry from the Open Molecules 2025 dataset: one molecule with the formula C4H10S2 (ωB97M-V/def2-TZVPD).

The geometry in XYZ format:
```
16
Properties=species:S:1:pos:R:3
C -0.5560 1.6002 -1.8168
C -0.7173 1.6852 -0.2850
C 0.4436 1.1521 0.5123
S 0.8781 -0.5263 0.0066
S 0.6438 -1.5680 1.8110
C 0.4772 -3.2249 1.1783
H -1.0662 0.7229 -2.2063
H -0.9698 2.4860 -2.2908
H 0.4912 1.5235 -2.1295
H -0.8799 2.7449 -0.0477
H -1.6649 1.2403 -0.0189
H 1.2949 1.7996 0.4113
H 0.2819 1.2177 1.5927
H -0.2271 -3.4025 0.3596
H 1.4182 -3.6795 0.8607
H 0.1524 -3.7710 2.0624
```

LUMO energy = 0.74 eV
SMILES = CCCSSC
spin multiplicity = 1
E_tot = -25980.3739 eV
relative energy (zero: lowest compared OMol25 entry of this formula, charge and spin) = 14.1 kcal per mole
Kohn-Sham gap = 8.57 eV

Entry from the Open Molecules 2025 dataset: C36H60GeN5O3PPtS as an isolated structure (ωB97M-V/def2-TZVPD).

The geometry in XYZ format:
```
108
Properties=species:S:1:pos:R:3
Pt -0.0268 -0.3451 -0.3115
C -2.5759 -0.5634 3.7330
C -2.4293 -1.2352 2.3723
C -3.3451 -0.5592 1.3573
C -2.7103 -2.7225 2.4919
O -1.0487 -1.0788 1.8966
Ge 0.0391 0.1090 2.6261
O 1.3681 -0.4107 1.5139
C 2.4193 -1.3859 1.8658
C 2.2048 -2.6633 1.0416
C 3.7698 -0.7266 1.6119
C 2.2884 -1.7208 3.3446
O -0.3933 1.4159 1.5288
C 0.0139 2.8067 1.7804
C 0.5813 2.9158 3.1946
C -1.2136 3.6893 1.6566
C 1.0831 3.1928 0.7662
H -3.6038 -0.6401 4.0856
H -2.3223 0.5056 3.6713
H -1.9282 -1.0463 4.4719
H -4.3953 -0.7464 1.5756
H -3.1113 -0.9344 0.3529
H -3.1711 0.5226 1.3640
H -3.7759 -2.8968 2.6421
H -2.1708 -3.1452 3.3421
H -2.3863 -3.2468 1.5918
H 1.8080 -2.4216 0.0498
H 1.4837 -3.3213 1.5312
H 3.1366 -3.2139 0.9143
H 3.7522 -0.1240 0.7051
H 4.5592 -1.4753 1.5318
H 4.0273 -0.0581 2.4364
H 1.2996 -2.1437 3.5590
H 2.4493 -0.8292 3.9600
H 3.0349 -2.4595 3.6342
H -0.1771 2.6288 3.9322
H 0.8909 3.9358 3.4140
H 1.4665 2.2701 3.3032
H -1.9951 3.3546 2.3420
H -1.6078 3.6745 0.6363
H -0.9569 4.7205 1.9031
H 1.8691 2.4307 0.7389
H 1.5354 4.1476 1.0337
H 0.6516 3.2904 -0.2346
S 1.6335 4.0538 -6.2905
N 2.5526 2.9743 -5.5382
C 1.8361 2.5317 -4.5203
C 2.2665 1.5322 -3.5547
C 3.5142 0.8975 -3.5969
C 3.7978 -0.0824 -2.6725
C 2.8376 -0.4048 -1.7152
N 1.6670 0.2179 -1.6529
C 1.3694 1.1711 -2.5589
C 0.0469 1.7653 -2.4838
N -0.7662 1.3307 -1.5061
C -1.9884 1.8298 -1.3692
C -2.4713 2.8192 -2.2205
C -1.6630 3.2681 -3.2422
C -0.3781 2.7306 -3.3879
C 0.5499 3.1199 -4.4359
N 0.3082 4.0029 -5.3869
H 4.2233 1.1867 -4.3665
H 4.7480 -0.6019 -2.6696
H 3.0258 -1.1797 -0.9870
H -2.5898 1.4397 -0.5548
H -3.4671 3.2164 -2.0702
H -1.9952 4.0278 -3.9428
C -1.7113 -5.4751 -2.7176
C -1.6560 -4.2930 -1.7492
C -2.9712 -4.2031 -0.9660
C -0.4868 -4.4242 -0.7597
P -1.4315 -2.6445 -2.7386
N -0.8676 -1.5204 -1.6493
C -3.0635 -1.9762 -3.4562
C -3.8180 -3.0807 -4.2030
C -2.7325 -0.8155 -4.4067
C -3.9057 -1.4094 -2.2992
C -0.0510 -2.8202 -4.0829
C 1.1417 -3.5146 -3.4038
C 0.4140 -1.4166 -4.5079
C -0.5594 -3.6033 -5.2919
H -1.9470 -6.3593 -2.1180
H -0.7684 -5.6741 -3.2199
H -2.5035 -5.3778 -3.4602
H -3.0136 -5.0794 -0.3139
H -3.8462 -4.2492 -1.6084
H -3.0294 -3.3210 -0.3261
H -0.7456 -5.2094 -0.0454
H -0.3048 -3.5081 -0.1945
H 0.4416 -4.7232 -1.2410
H -3.2121 -3.5958 -4.9459
H -4.6359 -2.5950 -4.7429
H -4.2685 -3.8155 -3.5399
H -2.3272 -1.1533 -5.3579
H -2.0557 -0.0809 -3.9576
H -3.6730 -0.3046 -4.6278
H -4.2617 -2.1713 -1.6097
H -4.7881 -0.9325 -2.7346
H -3.3575 -0.6496 -1.7375
H 1.4036 -3.0488 -2.4493
H 2.0054 -3.4137 -4.0663
H 0.9842 -4.5792 -3.2508
H 0.6206 -0.7845 -3.6445
H -0.2883 -0.9076 -5.1604
H 1.3455 -1.5369 -5.0679
H -0.9725 -4.5795 -5.0532
H 0.3080 -3.7742 -5.9382
H -1.2846 -3.0405 -5.8775
```

expectation value of S² = 8.775
charge = +3
LUMO energy (spin up / spin down) = -8.46 / -10.71 eV
spin multiplicity = 6
E_tot = -131759.8019 eV
Kohn-Sham gap (spin up / spin down) = 8.15 / 5.89 eV

Entry from the Open Molecules 2025 dataset: C26H21N4O2PdS as an isolated structure (ωB97M-V/def2-TZVPD).

The geometry in XYZ format:
```
55
Properties=species:S:1:pos:R:3
Pd -0.0016 -0.0196 0.1496
N -0.0767 -0.2406 2.1845
C -0.9900 -1.3268 2.5605
C -1.4319 -1.5151 3.8357
C -2.2647 -2.6177 4.1279
C -2.6233 -3.4980 3.1481
C -2.1825 -3.3122 1.8143
C -2.5514 -4.1550 0.7419
C -2.1240 -3.8666 -0.5245
C -1.3185 -2.7394 -0.7358
N -0.9388 -1.9383 0.2404
C -1.3586 -2.2096 1.5210
H 0.8734 -0.5044 2.4463
H -0.2855 0.6015 2.7166
H -1.1482 -0.8341 4.6298
H -2.6138 -2.7578 5.1412
H -3.2636 -4.3404 3.3756
H -3.1809 -5.0155 0.9312
H -2.4024 -4.4828 -1.3671
H -0.9906 -2.4895 -1.7348
C 0.5568 -0.6438 -4.0075
C -0.1552 0.4034 -4.5765
C -0.7906 1.3194 -3.7536
C -0.7154 1.1796 -2.3769
N -0.0369 0.1424 -1.8419
C 0.5905 -0.7412 -2.6325
C -1.3337 2.1216 -1.4105
C -2.1115 3.2014 -1.7888
C -2.6544 4.0187 -0.8070
C -2.4106 3.7327 0.5244
C -1.6217 2.6387 0.8314
N -1.0938 1.8530 -0.1071
H 1.0694 -1.3780 -4.6126
H -0.2120 0.5096 -5.6517
H -1.3383 2.1437 -4.1856
H 1.1125 -1.5472 -2.1317
H -2.3052 3.4112 -2.8303
H -3.2645 4.8678 -1.0844
H -2.8208 4.3432 1.3162
H -1.4130 2.3813 1.8613
O 9.0009 -0.4987 0.4970
C 8.0447 -0.5389 -0.3950
O 8.1292 -1.0347 -1.4815
C 6.6427 -0.0592 -0.1640
C 5.7908 -0.7721 0.7284
C 4.4792 -0.4464 0.7921
C 3.9405 0.6206 -0.0440
S 2.3755 1.1052 0.0273
C 4.8486 1.3076 -0.9586
C 6.1570 0.9655 -1.0186
H 8.7916 0.0178 1.2900
H 6.2018 -1.5677 1.3370
H 3.8072 -0.9645 1.4633
H 4.4407 2.0951 -1.5792
H 6.8416 1.4449 -1.7060
```

charge = +3
LUMO energy = -12.38 eV
spin multiplicity = 1
E_tot = -51646.9451 eV
Kohn-Sham gap = 4.50 eV

Entry from the Open Molecules 2025 dataset: one molecule with the formula C5H5NO (ωB97M-V/def2-TZVPD).

The geometry in XYZ format:
```
12
Properties=species:S:1:pos:R:3
N -1.3798 2.5904 0.7977
C -0.7761 1.6441 0.5197
C -0.0257 0.4482 0.1518
C 1.4018 0.5836 -0.1622
C 0.1222 -1.8967 -0.2527
C -0.8388 -0.7424 -0.3355
O 0.9772 0.0593 1.0904
H 1.8305 -0.1418 -0.8479
H 1.8661 1.5644 -0.0988
H -0.3494 -2.6852 0.3658
H -1.0900 -0.6204 -1.4026
H -1.7796 -0.7955 0.2285
```

LUMO energy (spin up / spin down) = -0.92 / -0.92 eV
spin multiplicity = 1
E_tot = -8797.6145 eV
relative energy (zero: lowest compared OMol25 entry of this formula, charge and spin) = 133.9 kcal per mole
Kohn-Sham gap (spin up / spin down) = 8.54 / 8.54 eV

Entry from the Open Molecules 2025 dataset: C8H12CuO5 as an isolated structure (ωB97M-V/def2-TZVPD).

The geometry in XYZ format:
```
26
Properties=species:S:1:pos:R:3
O -0.0128 -0.8865 -3.8653
C 1.0326 0.5254 -3.7784
C 0.1412 1.4071 -3.0150
C -1.1609 0.2000 -2.4440
O -1.3075 0.0312 -1.1426
O -2.1667 0.0625 -3.1296
Cu -2.0019 -1.1983 -5.3760
H 1.3906 0.9800 -4.7075
H 1.8646 0.1432 -3.1726
H 0.6091 1.7775 -2.0983
H -0.4538 2.0599 -3.6679
C -0.2574 -0.0547 -0.2349
C -0.5113 -0.0548 1.0701
C 0.5831 0.1578 2.0751
C 0.6613 -0.8895 3.1778
O -0.3624 -0.6861 4.1602
C 0.0276 -0.3353 5.3553
O -1.0694 -0.1332 6.0525
H 0.7570 -0.0570 -0.6357
H -1.5474 -0.1024 1.4149
H 0.4350 -1.6794 -3.5517
H 0.4684 1.1450 2.5490
H 1.5550 0.1636 1.5621
H 1.6332 -0.8345 3.6834
H 0.5185 -1.9024 2.7816
H -0.8258 0.1609 6.9375
```

charge = +1
LUMO energy = -5.61 eV
spin multiplicity = 1
E_tot = -63354.5906 eV
relative energy (zero: lowest compared OMol25 entry of this formula, charge and spin) = 39.9 kcal per mole
Kohn-Sham gap = 5.24 eV

Entry from the Open Molecules 2025 dataset: C2H2F2IO3S as an isolated structure (ωB97M-V/def2-TZVPD).

The geometry in XYZ format:
```
11
Properties=species:S:1:pos:R:3
C 0.6879 0.7254 -0.8081
C -0.2872 -0.3159 -0.5513
O -0.4117 0.7446 1.8232
O 0.8480 -1.3705 1.7175
O -1.6059 -1.3567 1.4422
F 1.9854 0.2160 -0.7223
F -0.1487 -1.4546 -1.4122
S -0.3257 -0.6294 1.3367
I -2.1685 0.6042 -0.7717
H 0.6095 1.6338 -0.1179
H 0.8168 1.2031 -1.9361
```

charge = -1
LUMO energy = 2.78 eV
spin multiplicity = 1
E_tot = -32620.6487 eV
relative energy (zero: lowest compared OMol25 entry of this formula, charge and spin) = 0.0 kcal per mole
Kohn-Sham gap = 8.30 eV

Entry from the Open Molecules 2025 dataset: one molecule with the formula C18H15F3N3O6P (ωB97M-V/def2-TZVPD).

The geometry in XYZ format:
```
46
Properties=species:S:1:pos:R:3
C 3.8797 -2.1593 1.9478
C 2.6491 -1.3062 1.7106
O 2.7115 -0.1026 1.6415
O 1.5193 -2.0309 1.5486
C 0.3327 -1.2318 1.4637
C 0.1507 -0.5067 0.1460
C 0.5215 -1.0697 -1.0653
C 1.1681 -2.4426 -1.1252
O 1.0115 -3.1108 -2.3717
C -0.0784 -3.8968 -2.4236
F -1.2156 -3.2567 -2.1494
F -0.1786 -4.3627 -3.6702
F 0.0459 -4.9662 -1.6257
C 0.2945 -0.3336 -2.1838
C -0.3025 0.9247 -2.1548
C -0.6764 1.4849 -0.9700
P -1.5015 3.1508 -1.0706
N -1.0368 4.1048 0.2685
O -3.1139 2.7882 -0.7678
C -0.4286 0.7283 0.1813
C -0.8345 1.3410 1.5019
C -2.0945 1.0539 1.9662
C -2.5311 1.6213 3.1516
C -1.6151 2.4532 3.7695
C -0.3730 2.6234 3.2140
N 0.0936 2.1016 2.0815
C -0.4345 1.4149 -3.5988
O -0.4960 2.5304 -4.0570
N -0.3963 0.1984 -4.3083
C 0.5778 -0.5992 -3.6589
O 1.4256 -1.2389 -4.2247
H 4.6734 -1.5786 2.3976
H 3.5762 -3.0013 2.5737
H 4.1711 -2.5996 0.9921
H 0.3461 -0.5317 2.2960
H -0.5271 -1.8912 1.6029
H 0.7583 -3.0671 -0.3296
H 2.2265 -2.3327 -0.8928
H -1.3610 5.0394 0.0336
H -1.5605 3.8730 1.1138
H -3.2983 1.8805 -1.0348
H -2.7393 0.3911 1.4048
H -3.5135 1.4212 3.5520
H -1.8689 2.9669 4.6860
H 0.3255 3.2607 3.7520
H -0.2825 0.2643 -5.3140
```

LUMO energy = -0.07 eV
SMILES = CC(=O)OCc1c(COC(F)(F)F)c2c(c(P(N)O)c1-c1ccccn1)C(=O)NC2=O
spin multiplicity = 1
E_tot = -53107.2766 eV
Kohn-Sham gap = 8.24 eV

- Which value of E_tot does entry 1 give?
  -85806.1036 eV

- What is the formula in the first record?
  C32H99N15O14